(1)
Molecular formula: C24H22BCrF4N2O5PS
Method: DFT, ωB97M-V/def2-TZVPD

```
61
Properties=species:S:1:pos:R:3:forces:R:3
Cr 1.263 1.378 1.487 0.0 0.0 -0.1
O 2.124 -0.896 3.541 -0.1 0.1 0.0
S 1.137 -0.045 4.154 -0.1 -0.2 0.0
O 1.270 0.365 5.504 0.0 0.0 0.0
O 0.976 1.231 3.248 0.0 0.0 0.0
C -0.446 -0.792 3.904 0.0 0.0 0.0
C -1.205 -1.086 5.021 0.0 0.0 0.0
C -2.431 -1.721 4.861 0.0 0.0 0.0
C -2.882 -2.047 3.594 0.0 0.0 0.0
C -2.117 -1.737 2.475 0.0 0.0 0.0
C -0.884 -1.110 2.613 0.0 0.0 0.0
P 0.090 -0.705 1.128 -0.1 0.0 0.2
C -1.132 -0.555 -0.200 0.0 0.0 0.0
C -1.958 0.571 -0.220 0.0 0.0 0.0
C -2.918 0.707 -1.209 0.0 0.0 0.0
C -3.057 -0.273 -2.186 0.0 0.0 0.0
C -2.238 -1.392 -2.168 0.0 0.0 0.0
C -1.276 -1.538 -1.176 0.0 0.0 0.0
C 1.112 -2.140 0.747 0.0 0.0 0.0
C 1.134 -3.263 1.565 0.0 0.0 0.0
C 1.965 -4.329 1.250 0.0 0.0 0.0
C 2.771 -4.276 0.123 0.0 0.0 0.0
C 2.754 -3.153 -0.696 0.0 0.0 0.0
C 1.931 -2.086 -0.383 0.0 0.0 0.0
H -0.835 -0.813 5.999 0.0 0.0 0.0
H -3.030 -1.953 5.731 0.0 0.0 0.0
H -3.836 -2.539 3.465 0.0 0.0 0.0
H -2.491 -1.982 1.489 0.0 0.0 0.0
H -1.858 1.338 0.538 0.0 0.0 0.0
H -3.566 1.574 -1.210 0.0 0.0 0.0
H -3.811 -0.167 -2.955 0.0 0.0 0.0
H -2.354 -2.163 -2.918 0.0 0.0 0.0
H -0.655 -2.424 -1.158 0.0 0.0 0.0
H 0.517 -3.306 2.453 0.0 0.0 0.0
H 1.985 -5.200 1.891 0.0 0.0 0.0
H 3.419 -5.108 -0.117 0.0 0.0 0.0
H 3.388 -3.111 -1.572 0.0 0.0 0.0
H 1.922 -1.207 -1.021 0.0 0.0 0.0
O 4.015 -0.181 1.351 0.1 0.0 0.0
C 3.032 0.340 1.452 -0.1 0.0 -0.1
F -0.242 2.729 1.412 0.0 0.1 0.0
B 0.611 3.956 1.305 -0.1 -0.1 0.0
F 1.932 3.273 1.465 0.0 0.0 0.0
F 0.374 4.796 2.309 0.0 0.0 0.0
F 0.514 4.434 0.037 0.0 0.0 0.0
N 1.203 1.499 -0.501 0.3 0.1 0.0
C 1.147 1.863 -1.601 -0.2 -0.1 0.0
N 1.072 2.248 -2.825 0.0 0.1 0.0
C 1.167 1.287 -3.943 0.0 0.0 0.0
C -0.183 1.243 -4.641 0.0 0.0 0.0
O -0.581 2.538 -5.034 0.0 0.0 0.0
C -0.765 3.392 -3.920 0.0 0.0 0.0
C 0.540 3.588 -3.170 0.0 0.0 0.0
H 1.447 0.310 -3.552 0.0 0.0 0.0
H 1.944 1.642 -4.621 0.0 0.0 0.0
H -0.930 0.800 -3.968 0.0 0.0 0.0
H -0.118 0.638 -5.544 0.0 0.0 0.0
H -1.523 2.974 -3.245 0.0 0.0 0.0
H -1.123 4.346 -4.304 0.0 0.0 0.0
H 0.408 4.161 -2.255 0.0 0.0 0.0
H 1.280 4.080 -3.802 0.0 0.0 0.0
```
Positions in Å, forces in eV/Å.

Results
* spin multiplicity: 2
* <S²>: 0.76
* total charge: +1
* ΔE to the lowest compared entry with this formula, charge and spin: 0.0 kJ/mol
* LUMO energy (alpha / beta): -5.0179 / -4.4622 eV
* HOMO level (alpha / beta): -12.48 / -12.43 eV

(2)
Molecular formula: C20H61N3O9
Method: DFT, ωB97M-V/def2-TZVPD

```
93
Properties=species:S:1:pos:R:3:forces:R:3
C 4.583 -15.702 0.553 0.6 -0.7 0.0
C 4.915 -15.414 1.998 -0.7 0.5 0.0
O 4.659 -16.583 2.772 0.2 0.0 -0.1
H 5.300 -16.417 0.137 0.0 0.1 0.0
H 4.647 -14.802 -0.053 -0.2 0.1 0.0
H 3.610 -16.189 0.496 -0.2 0.3 -0.1
H 4.232 -14.617 2.331 0.2 0.0 0.1
H 5.938 -15.046 2.120 0.1 -0.1 0.0
H 4.807 -16.362 3.695 0.0 -0.1 0.0
C 5.441 -11.241 2.298 -0.4 0.2 -0.9
C 6.436 -11.651 3.343 0.3 0.8 0.2
O 7.420 -12.493 2.756 -0.3 -0.3 0.2
H 4.686 -10.528 2.639 0.0 -0.2 0.4
H 4.925 -12.110 1.885 0.0 0.0 0.2
H 5.897 -10.745 1.436 0.4 -0.1 0.2
H 5.923 -12.098 4.206 0.1 -0.4 -0.3
H 6.935 -10.760 3.764 -0.1 -0.1 -0.2
H 7.853 -12.985 3.474 0.1 0.1 0.0
C 7.056 -10.180 6.859 -0.6 -0.4 -0.4
C 8.445 -9.970 7.407 0.2 -0.2 -0.1
O 8.376 -8.947 8.394 0.0 0.0 -0.1
H 6.520 -9.244 6.705 0.1 0.1 0.3
H 6.491 -10.838 7.523 -0.2 0.3 0.1
H 7.021 -10.674 5.883 0.5 0.0 0.1
H 9.155 -9.720 6.610 -0.1 0.2 0.0
H 8.791 -10.911 7.855 0.1 0.1 0.0
H 9.269 -8.706 8.655 0.0 0.0 0.0
C 6.385 -7.818 3.686 0.2 -0.3 -0.2
C 5.354 -7.092 2.857 -0.2 0.0 -0.1
O 4.798 -5.964 3.535 0.1 -0.2 -0.1
H 6.886 -8.596 3.104 -0.1 0.1 -0.1
H 5.939 -8.332 4.542 0.0 0.3 0.1
H 7.167 -7.124 3.998 -0.1 0.0 0.2
H 4.559 -7.775 2.528 0.0 0.0 0.2
H 5.805 -6.701 1.943 0.1 0.1 0.1
H 4.702 -6.195 4.464 -0.1 0.0 0.0
O 8.314 -14.058 0.414 0.1 -0.2 0.1
H 9.073 -13.505 0.215 0.0 0.1 -0.1
H 8.032 -13.765 1.291 -0.2 0.2 -0.1
O 4.384 -8.920 -0.714 0.0 0.0 0.0
H 5.161 -8.687 -0.198 0.0 0.0 0.0
H 4.139 -8.110 -1.169 0.0 0.0 0.0
C 1.576 -11.585 1.903 -0.3 -0.2 0.1
C 0.740 -11.149 3.111 0.5 0.4 -0.4
C 1.619 -10.429 4.138 -0.4 0.2 -0.2
O 2.597 -11.301 4.628 0.1 -0.5 0.1
C 3.516 -10.698 5.490 0.4 1.2 -0.1
N -0.330 -10.264 2.625 -0.1 0.1 0.5
H 0.994 -12.281 1.297 0.0 0.1 0.0
H 2.490 -12.088 2.215 0.0 0.1 0.0
H 1.816 -10.728 1.270 0.1 0.1 0.1
H 0.315 -12.038 3.576 -0.2 0.1 0.1
H 0.986 -10.020 4.943 0.1 -0.2 0.1
H 2.101 -9.560 3.654 0.0 -0.1 0.0
H 3.213 -10.681 6.543 0.0 -0.4 0.0
H 3.649 -9.631 5.226 0.0 -0.2 -0.1
H 4.503 -11.137 5.347 -0.2 -0.3 0.3
H 0.072 -9.352 2.415 0.1 -0.1 -0.3
H -0.994 -10.059 3.369 0.0 -0.2 0.0
C 12.038 -6.804 1.309 0.2 -1.0 0.0
C 10.753 -7.101 0.541 0.3 0.4 0.3
C 9.519 -7.057 1.442 -0.1 0.2 0.3
O 9.109 -8.310 1.939 -0.3 -0.2 -0.2
C 9.921 -8.917 2.916 0.0 -0.2 -0.1
N 10.599 -6.071 -0.503 -0.4 -0.7 -0.7
H 12.198 -7.574 2.071 -0.1 0.2 0.1
H 12.017 -5.831 1.788 0.1 0.2 -0.1
H 12.902 -6.928 0.650 0.0 0.5 -0.1
H 10.830 -8.123 0.148 -0.2 0.0 -0.1
H 8.668 -6.672 0.873 0.0 -0.1 0.0
H 9.660 -6.352 2.277 0.1 0.0 -0.1
H 10.883 -9.245 2.512 0.0 0.1 0.1
H 9.394 -9.818 3.235 0.0 0.2 0.0
H 10.076 -8.274 3.791 0.1 0.1 -0.1
H 9.693 -6.216 -0.955 0.0 0.2 0.3
H 11.225 -6.304 -1.275 0.3 0.3 0.3
C 12.354 -13.874 3.810 0.1 0.2 -0.3
C 10.862 -13.609 3.681 0.2 1.1 -1.3
C 10.182 -13.767 4.990 0.1 -0.2 0.7
O 8.789 -13.554 4.864 -0.2 -0.4 -0.1
C 8.076 -13.779 6.062 -0.1 0.5 0.4
N 10.691 -12.196 3.222 0.2 -0.4 0.5
H 12.803 -13.154 4.496 -0.1 -0.1 0.1
H 12.815 -13.687 2.838 0.1 -0.1 0.0
H 12.592 -14.892 4.118 -0.1 0.0 0.0
H 10.437 -14.252 2.902 -0.1 -0.4 0.4
H 10.624 -13.036 5.684 -0.2 0.0 0.0
H 10.382 -14.766 5.398 -0.1 0.0 0.0
H 8.376 -14.708 6.553 0.1 0.0 0.0
H 7.004 -13.830 5.871 0.1 0.0 -0.4
H 8.222 -12.921 6.730 0.1 -0.2 0.2
H 10.850 -12.149 2.224 0.0 0.1 0.0
H 9.738 -11.893 3.384 -0.1 -0.1 -0.2
```
Positions in Å, forces in eV/Å.

Results
* spin multiplicity: 1
* SMILES: COC[C@H](C)N.COC[C@H](C)N.COC[C@H](C)N.CCO.CCO.CCO.CCO.O.O
* ΔE to the lowest compared entry with this formula, charge and spin: 40.2 kJ/mol
* LUMO energy: 0.3820 eV
* HOMO level: -9.49 eV

| no. | total energy (hartree) |
| --- | --- |
| 1 | -3621.8227 |
| 2 | -1639.9195 |